Entry 1:
This record from OMol25 describes a molecular structure, C40H42N4O2P2Pt. The level of theory is ωB97M-V/def2-TZVPD.

```
91
Properties=species:S:1:pos:R:3
Pt -0.528 0.050 -0.593
C 0.717 -3.717 -2.315
N 0.357 -2.376 -1.871
P 1.140 -1.480 -0.657
C 1.401 -2.641 0.715
C 2.597 -3.320 0.935
C 2.706 -4.217 1.989
C 1.622 -4.451 2.822
C 0.419 -3.791 2.599
C 0.311 -2.890 1.552
C 2.800 -1.129 -1.287
C 3.729 -0.541 -0.428
C 4.978 -0.169 -0.896
C 5.310 -0.376 -2.230
C 4.389 -0.953 -3.090
C 3.136 -1.327 -2.622
P -1.193 -1.662 -1.953
C -2.384 -2.911 -1.410
C -2.604 -4.096 -2.116
C -3.490 -5.042 -1.627
C -4.171 -4.809 -0.438
C -3.969 -3.629 0.261
C -3.076 -2.684 -0.223
C -1.526 -1.429 -3.714
C -0.502 -0.940 -4.527
C -0.752 -0.624 -5.853
C -2.031 -0.777 -6.374
C -3.058 -1.244 -5.566
C -2.810 -1.570 -4.241
H 1.798 -3.845 -2.250
H 0.423 -3.853 -3.358
H 0.240 -4.488 -1.705
H 3.447 -3.150 0.286
H 3.639 -4.741 2.153
H 1.710 -5.153 3.640
H -0.432 -3.980 3.240
H -0.625 -2.371 1.374
H 3.475 -0.378 0.614
H 5.695 0.281 -0.222
H 6.286 -0.086 -2.597
H 4.644 -1.116 -4.129
H 2.420 -1.773 -3.300
H -2.094 -4.274 -3.055
H -3.656 -5.960 -2.176
H -4.868 -5.547 -0.063
H -4.511 -3.441 1.179
H -2.917 -1.753 0.312
H 0.491 -0.801 -4.115
H 0.049 -0.254 -6.480
H -2.226 -0.529 -7.409
H -4.055 -1.362 -5.970
H -3.616 -1.936 -3.618
O 0.105 1.634 1.085
N 1.192 1.383 1.761
C 1.276 0.264 2.509
C 2.422 -0.022 3.222
C 3.498 0.849 3.174
C 3.392 1.990 2.389
C 2.237 2.234 1.682
H 0.390 -0.350 2.500
H 2.453 -0.932 3.805
H 4.400 0.645 3.733
H 4.205 2.699 2.314
H 2.071 3.086 1.041
C -1.124 4.020 3.138
C -1.915 4.752 2.064
N -3.351 4.504 2.149
C -4.058 5.087 3.294
C -4.577 4.032 4.258
C -4.128 4.008 1.155
O -5.346 4.073 1.176
C -3.478 3.319 -0.016
C -3.968 3.565 -1.291
C -3.439 2.863 -2.361
C -2.464 1.915 -2.119
N -2.007 1.655 -0.889
C -2.505 2.348 0.140
H -0.064 4.268 3.053
H -1.231 2.939 3.036
H -1.454 4.308 4.136
H -1.559 4.472 1.075
H -1.754 5.831 2.158
H -4.886 5.687 2.917
H -3.358 5.757 3.795
H -5.284 3.376 3.752
H -5.093 4.508 5.093
H -3.761 3.430 4.659
H -4.761 4.289 -1.424
H -3.782 3.034 -3.371
H -2.034 1.330 -2.924
H -2.102 2.104 1.112
```

Results
LUMO level (alpha / beta) = -2.3 / -2.6 eV
spin multiplicity = 2
HOMO (alpha / beta) = -8.031 / -11.263 eV
total energy = -74037.3638 eV
⟨S²⟩ = 0.758
net charge = +1

=====

Entry 2:
This record from OMol25 describes a molecular structure, C40H43BCdF10N11O6PS3 in a non-equilibrium geometry. The level of theory is ωB97M-V/def2-TZVPD.

```
116
Properties=species:S:1:pos:R:3
Cd 0.617 -0.858 0.334
N -1.584 7.023 -0.202
C -1.335 5.862 0.546
C -0.257 5.035 0.231
C -0.009 3.894 0.972
C -0.843 3.563 2.030
C -1.893 4.394 2.375
C -2.139 5.545 1.641
S -0.580 2.025 2.922
O -1.641 1.941 3.900
O 0.758 2.126 3.426
N -0.603 0.877 1.801
C -1.747 0.285 1.414
N -1.681 -0.866 0.831
C -2.921 -1.281 0.181
C -4.015 -1.180 1.223
C -4.024 -0.047 1.904
N -3.032 0.936 1.614
H -1.213 6.991 -1.138
H -2.549 7.312 -0.181
H 0.368 5.290 -0.619
H 0.821 3.239 0.733
H -2.515 4.106 3.213
H -2.965 6.197 1.902
H -2.781 -2.304 -0.170
H -4.685 -2.004 1.431
H -4.725 0.203 2.694
C -2.386 3.542 -5.008
C -1.006 4.039 -4.676
C -0.455 5.130 -5.331
C 0.828 5.576 -5.044
C 1.567 4.933 -4.065
C 1.035 3.851 -3.384
C -0.244 3.373 -3.696
N -0.800 2.278 -3.055
C -0.202 1.143 -2.477
N 1.073 0.917 -2.856
C 1.982 -0.141 -2.561
C 1.966 -0.866 -1.365
C 2.917 -1.889 -1.269
C 3.865 -2.134 -2.246
C 3.892 -1.349 -3.384
C 2.944 -0.355 -3.565
C 2.967 0.466 -4.833
N -0.906 0.351 -1.763
C -2.101 0.715 -1.180
C -2.293 1.872 -0.528
C -3.406 1.894 0.492
C -4.649 1.426 -0.236
C -4.530 0.353 -0.999
C -3.198 -0.356 -1.112
C -3.170 -1.200 -2.387
H -2.802 4.085 -5.856
H -3.064 3.668 -4.158
H -2.360 2.478 -5.254
H -1.035 5.637 -6.094
H 1.245 6.422 -5.576
H 2.563 5.276 -3.816
H 1.596 3.379 -2.590
H -1.804 2.251 -2.969
H 1.345 1.455 -3.660
H 2.920 -2.520 -0.391
H 4.583 -2.937 -2.122
H 4.652 -1.510 -4.141
H 3.781 0.124 -5.472
H 3.133 1.530 -4.630
H 2.035 0.362 -5.398
H -1.546 2.650 -0.514
H -3.543 2.887 0.922
H -5.581 1.964 -0.107
H -5.370 -0.066 -1.543
H -3.963 -1.950 -2.363
H -2.217 -1.716 -2.480
H -3.311 -0.562 -3.264
C -1.431 -5.554 2.645
N -0.212 -5.863 1.911
C 0.863 -6.137 2.850
N 1.082 -5.070 3.819
C -0.173 -4.813 4.514
N -1.284 -4.486 3.628
C -1.072 -3.189 2.980
P 0.440 -3.136 1.884
C 0.134 -4.762 1.009
C 1.595 -3.863 3.167
H -1.751 -6.460 3.173
H -2.202 -5.270 1.926
H 1.788 -6.304 2.294
H 0.613 -7.053 3.399
H -0.022 -3.994 5.220
H -0.444 -5.721 5.064
H -0.947 -2.424 3.751
H -1.955 -2.934 2.392
H 1.034 -5.023 0.448
H -0.673 -4.639 0.289
H 1.801 -3.098 3.918
H 2.538 -4.109 2.676
F -1.916 -4.491 -1.733
B -0.708 -3.916 -2.192
F 0.300 -4.886 -2.209
F -0.902 -3.380 -3.473
F -0.351 -2.869 -1.294
F 4.619 -3.616 1.086
C 5.080 -2.863 2.098
F 4.926 -3.581 3.220
F 6.397 -2.702 1.906
S 4.192 -1.196 2.201
O 2.861 -1.537 1.756
O 4.992 -0.367 1.351
N 4.457 -0.984 3.736
S 3.435 -0.319 4.751
O 2.055 -0.422 4.401
O 3.807 -0.671 6.091
C 4.116 1.424 4.608
F 3.694 2.304 5.508
F 4.005 1.918 3.380
F 5.446 1.277 4.846
```

Results
LUMO level = 3.5 eV
spin multiplicity = 1
HOMO = -3.283 eV
total energy = -145071.7909 eV
net charge = -2